[1]
Here is a 2-piece molecular cluster, C4H12 overall from OMol25. Energies are from ωB97M-V/def2-TZVPD.

ORCA input file:
```
! wB97M-V def2-TZVPD RIJCOSX def2/J DEFGRID3
* xyz 1 2
C 1.628 -0.330 -2.063
C 1.372 -0.998 -0.743
H 2.684 -0.041 -2.095
H 1.380 -1.013 -2.882
H 1.083 0.610 -2.205
H 2.178 -0.860 -0.018
H 0.998 -2.017 -0.734
H 0.456 -0.375 -0.286
C -0.812 0.269 1.469
C -2.145 0.970 1.192
H -0.249 0.751 2.297
H -0.980 -0.714 1.916
H -0.074 0.435 0.621
H -2.328 1.198 0.142
H -2.252 1.818 1.874
H -2.938 0.298 1.515
*
```

Properties
- energy relative to the best compared isomer or geometry (same formula, charge and spin) (kcal/mol) = 5.0
- electronic energy (eV) = -4331.0147
- molecular weight (g/mol) = 60.140
- HOMO energy (spin up / spin down) (eV) = -16.552 / -16.335

Atomic partial charges in e from the Mulliken method, atoms 1 to 4: number 1, C, carries -0.866; number 2, C, carries -0.265; number 3, H, carries 0.302; number 4, H, carries 0.298

=====

[2]
Here is a 2-piece molecular cluster, C4H12 overall from OMol25. Energies are from ωB97M-V/def2-TZVPD.

ORCA input file:
```
! wB97M-V def2-TZVPD RIJCOSX def2/J DEFGRID3
* xyz 1 2
C -0.064 -2.243 -0.477
C 1.096 -1.666 0.327
H -0.952 -1.909 0.054
H -0.184 -2.034 -1.557
H 0.100 -3.342 -0.583
H 0.713 -0.669 0.625
H 2.046 -1.609 -0.205
H 1.279 -2.180 1.282
C -0.350 2.505 0.549
C -0.657 1.414 -0.507
H -1.284 2.815 1.016
H 0.321 2.018 1.283
H 0.190 3.415 0.291
H -1.613 1.715 -0.944
H -0.848 0.456 0.003
H 0.207 1.316 -1.159
*
```

Properties
- energy relative to the best compared isomer or geometry (same formula, charge and spin) (kcal/mol) = 16.2
- electronic energy (eV) = -4330.5288
- molecular weight (g/mol) = 60.140
- HOMO energy (spin up / spin down) (eV) = -16.503 / -15.158

Atomic partial charges in e from the Mulliken method, atoms 1 to 4: number 1, C, carries -0.737; number 2, C, carries -0.278; number 3, H, carries 0.359; number 4, H, carries 0.347

=====

[3]
Here is a 2-piece molecular cluster, C4H12 overall from OMol25. Energies are from ωB97M-V/def2-TZVPD.

ORCA input file:
```
! wB97M-V def2-TZVPD RIJCOSX def2/J DEFGRID3
* xyz 1 2
C -0.139 -1.990 -0.852
C -1.502 -2.193 -1.485
H 0.678 -1.755 -1.519
H -0.188 -1.262 -0.023
H -0.103 -2.891 -0.184
H -1.690 -1.186 -1.947
H -1.569 -3.035 -2.175
H -2.174 -2.393 -0.643
C 0.336 2.658 0.926
C 1.262 1.485 1.237
H 0.846 3.154 0.038
H -0.689 2.393 0.693
H 0.484 3.374 1.765
H 1.094 0.588 0.650
H 2.293 1.909 1.277
H 1.060 1.144 2.242
*
```

Properties
- energy relative to the best compared isomer or geometry (same formula, charge and spin) (kcal/mol) = 20.0
- electronic energy (eV) = -4330.3650
- molecular weight (g/mol) = 60.140
- HOMO energy (spin up / spin down) (eV) = -15.783 / -14.562

Atomic partial charges in e from the Mulliken method, atoms 1 to 4: number 1, C, carries -0.467; number 2, C, carries -0.699; number 3, H, carries 0.373; number 4, H, carries 0.205

=====

[4]
Here is a 2-piece molecular cluster, C4H12 overall from OMol25. Energies are from ωB97M-V/def2-TZVPD.

ORCA input file:
```
! wB97M-V def2-TZVPD RIJCOSX def2/J DEFGRID3
* xyz 1 2
C -1.345 -1.270 -1.719
C 0.148 -1.226 -1.230
H -1.592 -0.381 -2.289
H -1.429 -2.211 -2.269
H -2.030 -1.306 -0.871
H 0.683 -1.047 -2.154
H 0.410 -2.121 -0.664
H 0.145 -0.445 -0.414
C 0.941 1.374 0.772
C 0.318 1.196 2.106
H 0.463 2.177 0.228
H 2.045 1.505 0.838
H 1.025 0.357 0.252
H 0.997 0.950 2.920
H -0.305 2.035 2.444
H -0.476 0.414 2.048
*
```

Properties
- energy relative to the best compared isomer or geometry (same formula, charge and spin) (kcal/mol) = 5.7
- electronic energy (eV) = -4330.9862
- molecular weight (g/mol) = 60.140
- HOMO energy (spin up / spin down) (eV) = -16.779 / -16.473

Atomic partial charges in e from the Mulliken method, atoms 1 to 4: number 1, C, carries -0.990; number 2, C, carries -0.318; number 3, H, carries 0.338; number 4, H, carries 0.348

=====

[5]
Here is a 2-piece molecular cluster, C4H12 overall from OMol25. Energies are from ωB97M-V/def2-TZVPD.

ORCA input file:
```
! wB97M-V def2-TZVPD RIJCOSX def2/J DEFGRID3
* xyz 1 2
C 0.551 0.291 -2.185
C 1.993 1.016 -1.688
H -0.313 0.837 -1.855
H 0.561 -0.007 -3.163
H 0.437 -0.595 -1.565
H 1.960 1.214 -0.707
H 2.121 1.813 -2.496
H 2.814 0.384 -1.682
C -1.782 -0.053 1.843
C -0.782 -1.186 2.111
H -2.708 -0.431 1.948
H -1.505 0.935 2.244
H -1.607 0.377 0.838
H -0.588 -1.373 3.124
H -1.310 -2.079 1.671
H 0.158 -1.144 1.563
*
```

Properties
- energy relative to the best compared isomer or geometry (same formula, charge and spin) (kcal/mol) = 47.3
- electronic energy (eV) = -4329.1794
- molecular weight (g/mol) = 60.140
- HOMO energy (spin up / spin down) (eV) = -14.421 / -14.413

Atomic partial charges in e from the Mulliken method, atoms 1 to 4: number 1, C, carries -0.821; number 2, C, carries -0.920; number 3, H, carries 0.252; number 4, H, carries 0.366

=====

[6]
Here is a 2-piece molecular cluster, C4H12 overall from OMol25. Energies are from ωB97M-V/def2-TZVPD.

ORCA input file:
```
! wB97M-V def2-TZVPD RIJCOSX def2/J DEFGRID3
* xyz 1 2
C 1.360 1.804 0.551
C 0.204 1.823 -0.448
H 1.738 0.895 0.951
H 2.235 2.127 -0.065
H 1.255 2.363 1.408
H -0.430 0.985 -0.375
H -0.584 2.615 -0.171
H 0.509 1.965 -1.409
C -0.366 -1.536 -0.659
C -1.192 -2.075 0.541
H 0.321 -0.774 -0.420
H 0.169 -2.460 -0.997
H -1.031 -1.229 -1.532
H -2.100 -2.582 0.046
H -1.416 -1.245 1.261
H -0.674 -2.677 1.318
*
```

Properties
- energy relative to the best compared isomer or geometry (same formula, charge and spin) (kcal/mol) = 27.9
- electronic energy (eV) = -4330.0213
- molecular weight (g/mol) = 60.140
- HOMO energy (spin up / spin down) (eV) = -16.545 / -15.262

Atomic partial charges in e from the Mulliken method, atoms 1 to 4: number 1, C, carries -0.791; number 2, C, carries -0.692; number 3, H, carries 0.352; number 4, H, carries 0.285

=====

[7]
Here is a 2-piece molecular cluster, C4H12 overall from OMol25. Energies are from ωB97M-V/def2-TZVPD.

ORCA input file:
```
! wB97M-V def2-TZVPD RIJCOSX def2/J DEFGRID3
* xyz 1 2
C 0.715 1.354 1.959
C -0.443 1.667 0.977
H 0.637 0.777 2.823
H 1.416 0.750 1.427
H 1.289 2.216 2.094
H -1.238 2.336 1.496
H -0.866 0.563 0.926
H -0.183 2.004 -0.014
C -0.186 -1.861 -0.777
C -0.144 -1.152 -2.122
H 0.053 -1.106 -0.020
H -1.112 -2.324 -0.558
H 0.698 -2.579 -0.754
H -0.935 -0.934 -2.949
H 0.480 -1.616 -2.896
H 0.108 -0.135 -1.789
*
```

Properties
- energy relative to the best compared isomer or geometry (same formula, charge and spin) (kcal/mol) = 38.5
- electronic energy (eV) = -4329.5629
- molecular weight (g/mol) = 60.140
- HOMO energy (spin up / spin down) (eV) = -15.527 / -14.834

Atomic partial charges in e from the Mulliken method, atoms 1 to 4: number 1, C, carries -1.050; number 2, C, carries -0.469; number 3, H, carries 0.396; number 4, H, carries 0.330

=====

[8]
Here is one molecule with the formula C4H12BN from OMol25. Energies are from ωB97M-V/def2-TZVPD.

ORCA input file:
```
! wB97M-V def2-TZVPD RIJCOSX def2/J DEFGRID3
* xyz 0 1
B -2.038 0.086 0.801
C -0.743 -0.638 0.640
C 0.366 -0.038 -0.311
C 1.580 -1.158 -0.341
C 0.565 1.362 0.608
N -0.009 0.183 -1.670
H -2.627 0.229 1.749
H -2.408 0.312 -0.325
H -1.263 -1.398 -0.107
H -0.286 -1.359 1.306
H 1.681 -1.065 -1.428
H 2.526 -0.936 0.065
H 1.375 -2.062 0.088
H -0.276 1.681 1.143
H 0.859 2.257 0.038
H 1.311 1.033 1.396
H -0.965 0.395 -1.813
H 0.354 1.116 -1.840
*
```

Properties
- SMILES = BCC(C)(C)N
- energy relative to the best compared isomer or geometry (same formula, charge and spin) (kcal/mol) = 95.1
- electronic energy (eV) = -6505.8308
- molecular weight (g/mol) = 84.959
- HOMO energy (eV) = -9.581

Atomic partial charges in e from the Mulliken method, atoms 1 to 4: number 1, B, carries 0.175; number 2, C, carries -1.117; number 3, C, carries 1.237; number 4, C, carries -1.517

=====

[9]
Here is C4H12BrMnO2 as an isolated structure from OMol25. Energies are from ωB97M-V/def2-TZVPD.

ORCA input file:
```
! wB97M-V def2-TZVPD RIJCOSX def2/J DEFGRID3
* xyz 1 6
Mn -1.114 -4.030 2.818
Br -0.469 -1.879 1.630
C -3.689 1.641 -1.476
C -2.613 0.671 -1.065
O -2.946 0.108 0.211
H -4.636 1.187 -1.761
H -3.317 2.242 -2.307
H -3.888 2.322 -0.647
H -1.658 1.204 -0.980
H -2.449 -0.137 -1.787
H -2.182 -0.302 0.618
C 3.886 -0.460 1.157
C 3.122 -0.286 -0.143
O 1.889 0.414 0.067
H 4.025 0.473 1.695
H 4.832 -0.970 0.953
H 3.328 -1.142 1.809
H 2.909 -1.277 -0.556
H 3.672 0.323 -0.855
H 1.299 -0.102 0.620
*
```

Properties
- energy relative to the best compared isomer or geometry (same formula, charge and spin) (kcal/mol) = 58.8
- electronic energy (eV) = -109790.8182
- molecular weight (g/mol) = 226.980
- HOMO energy (spin up / spin down) (eV) = -12.361 / -12.360

Atomic partial charges in e from the Mulliken method, atoms 1 to 4: number 1, Mn, carries 0.984; number 2, Br, carries -0.042; number 3, C, carries -1.165; number 4, C, carries 0.028

=====

[10]
Here is a 2-piece molecular cluster, C4H12BrNO overall from OMol25. Energies are from ωB97M-V/def2-TZVPD.

ORCA input file:
```
! wB97M-V def2-TZVPD RIJCOSX def2/J DEFGRID3
* xyz 0 1
C -3.268 0.572 3.867
C -4.442 -0.146 4.515
C -5.636 -0.591 3.660
O -6.537 -1.472 4.382
C -7.523 -0.925 5.261
N -3.949 -1.372 5.306
H -3.449 -2.025 4.719
H -3.343 -0.887 5.952
H -4.646 -1.778 5.914
H -3.414 1.651 3.907
H -3.074 0.405 2.807
H -2.325 0.378 4.377
H -4.893 0.568 5.205
H -5.176 -1.247 2.920
H -6.110 0.249 3.152
H -7.163 -0.207 5.998
H -7.974 -1.770 5.782
H -8.320 -0.427 4.710
Br -6.624 2.686 5.506
*
```

Properties
- energy relative to the best compared isomer or geometry (same formula, charge and spin) (kcal/mol) = 16.0
- electronic energy (eV) = -77921.0677
- molecular weight (g/mol) = 170.050
- HOMO energy (eV) = -6.934

Atomic partial charges in e from the Mulliken method, atoms 1 to 4: number 1, C, carries -1.384; number 2, C, carries 0.283; number 3, C, carries -0.644; number 4, O, carries -0.388

=====

[11]
Here is C4H12CdN3 as an isolated structure from OMol25. Energies are from ωB97M-V/def2-TZVPD.

ORCA input file:
```
! wB97M-V def2-TZVPD RIJCOSX def2/J DEFGRID3
* xyz -1 1
C -0.042 0.155 -2.605
Cd -0.208 -1.129 -1.187
N -0.981 -2.281 1.008
H 0.365 -2.818 -1.369
H -0.178 -2.315 1.626
H -1.838 -2.255 -2.130
H 0.006 -0.447 -3.569
H 0.944 0.716 -2.288
H -1.055 0.685 -2.687
H -1.710 -1.743 1.471
H -1.330 -3.238 0.889
N 0.757 2.574 1.033
C 0.953 1.767 2.137
C 0.674 0.523 1.760
N 0.275 0.499 0.437
C 0.333 1.765 0.013
H 0.875 3.573 0.944
H 1.291 2.204 3.101
H 0.738 -0.394 2.384
H 0.130 2.159 -0.969
*
```

Properties
- energy relative to the best compared isomer or geometry (same formula, charge and spin) (kcal/mol) = 18.1
- electronic energy (eV) = -13372.1060
- molecular weight (g/mol) = 214.573
- HOMO energy (eV) = -0.975

Atomic partial charges in e from the Mulliken method, atoms 1 to 4: number 1, C, carries -1.147; number 2, Cd, carries -0.686; number 3, N, carries -0.677; number 4, H, carries -0.021

=====

[12]
Here is a 2-piece molecular cluster, C4H12Cl2NPSi overall from OMol25. Energies are from ωB97M-V/def2-TZVPD.

ORCA input file:
```
! wB97M-V def2-TZVPD RIJCOSX def2/J DEFGRID3
* xyz 0 1
C -0.820 2.259 -0.710
C -1.714 -0.206 1.652
C -0.789 -1.615 -0.838
C 1.509 -0.850 0.905
N 0.083 1.228 -0.527
Si -0.264 -0.225 0.332
P 2.112 3.135 1.229
Cl 1.091 4.731 0.493
Cl 3.854 3.204 0.302
H -0.388 3.380 -0.777
H -1.317 1.996 -1.745
H -1.535 2.319 0.055
H -1.877 -1.162 1.975
H -1.437 0.420 2.474
H -2.531 0.303 1.125
H 0.039 -2.276 -0.985
H -1.624 -2.209 -0.655
H -1.059 -1.049 -1.762
H 1.927 -1.489 0.079
H 2.057 0.001 1.157
H 1.404 -1.460 1.834
*
```

Properties
- energy relative to the best compared isomer or geometry (same formula, charge and spin) (kcal/mol) = 99.7
- electronic energy (eV) = -48041.8633
- molecular weight (g/mol) = 204.113
- HOMO energy (eV) = -7.671

Atomic partial charges in e from the Mulliken method, atoms 1 to 4: number 1, C, carries -0.685; number 2, C, carries -1.113; number 3, C, carries -1.130; number 4, C, carries -0.881